No. 1
Formula: C16H16N2O2
Source: the OMol25 dataset
Level of theory: ωB97M-V/def2-TZVPD

Cartesian coordinates (Å):
1 O -2.364 0.797 -0.319
2 O -1.673 -1.200 -0.567
3 N 0.109 2.011 -0.192
4 N 3.850 1.906 0.100
5 C -4.066 0.260 0.738
6 C 4.550 0.638 -0.068
7 C 0.058 0.440 -0.297
8 C -5.585 -0.042 0.718
9 C -1.386 -0.023 -0.542
10 C 3.649 -0.399 0.059
11 C 6.445 -0.986 0.177
12 C 1.266 2.421 -0.197
13 C -3.581 0.487 -0.628
14 C -6.105 -1.239 -0.027
15 C 5.861 0.441 0.278
16 C 4.287 -1.633 -0.149
17 C 0.958 -0.324 -0.096
18 C 2.524 1.333 -0.164
19 C 2.307 0.100 -0.221
20 C 5.511 -1.968 0.089
21 H -3.669 -0.518 -1.428
22 H -7.184 -1.208 0.021
23 H -6.244 0.842 0.197
24 H 3.454 -2.534 -0.001
25 H 4.248 2.907 0.103
26 H -3.952 0.944 1.525
27 H -4.209 1.289 -0.987
28 H 0.875 -1.363 -0.261
29 H 5.961 -2.740 -0.252
30 H 6.612 1.130 0.240
31 H 1.351 3.368 0.075
32 H -3.731 -0.628 1.081
33 H 7.556 -0.974 0.184
34 H -6.063 -0.129 1.765
35 H -5.952 -1.213 -1.186
36 H -5.666 -2.197 0.229

## Properties
HOMO level, eV: -8.43
Relative energy (zero: lowest compared OMol25 entry of this formula, charge and spin), eV: 10.3891
Total energy, eV: -23917.730
LUMO energy, eV: 0.51
SMILES: CCCCOC(=O)c1cc2c(cn1)[nH]c1ccccc12

Löwdin atomic charge list, values in e, 5 entries: O 0.02; O 0.10; N 0.15; N 0.14; C -0.19

No. 2
Formula: C16H16N2O3S
Source: the OMol25 dataset
Level of theory: ωB97M-V/def2-TZVPD

Cartesian coordinates (Å):
1 S 1.030 0.837 0.979
2 O 2.285 1.324 1.458
3 O 0.742 0.961 -0.428
4 O 2.300 -2.019 -0.560
5 N 1.229 -1.378 -2.448
6 N 0.886 -0.777 1.460
7 C -2.405 -2.463 -0.506
8 C -2.551 2.358 2.039
9 C -0.308 1.562 1.911
10 C -2.540 -1.945 0.772
11 C -0.130 1.757 3.267
12 C -0.073 -1.871 -0.503
13 C 2.894 1.133 -4.382
14 C -1.502 1.854 1.285
15 C 2.515 0.511 -3.282
16 C -1.180 2.263 4.016
17 C -1.447 -1.400 1.423
18 C -2.387 2.559 3.400
19 C -0.207 -1.380 0.800
20 C 1.265 -1.761 -1.155
21 C -1.177 -2.420 -1.143
22 C 2.435 -0.980 -3.145
23 H 0.825 1.517 3.705
24 H -1.069 -2.827 -2.138
25 H 1.755 -1.247 1.205
26 H -1.589 1.687 0.223
27 H -3.257 -2.895 -1.008
28 H -3.500 -1.969 1.267
29 H 2.226 1.054 -2.391
30 H -3.492 2.593 1.565
31 H -3.206 2.950 3.986
32 H -1.059 2.424 5.076
33 H -1.538 -1.001 2.421
34 H 2.952 2.206 -4.436
35 H 3.271 -1.342 -2.537
36 H 2.468 -1.468 -4.125
37 H 0.364 -1.002 -2.803
38 H 3.179 0.594 -5.271

## Properties
HOMO level, eV: -9.34
Relative energy (zero: lowest compared OMol25 entry of this formula, charge and spin), eV: 2.1851
Total energy, eV: -36809.279
LUMO energy, eV: 0.49
SMILES: C=CCNC(=O)c1ccccc1NS(=O)(=O)c1ccccc1

Löwdin atomic charge list, values in e, 5 entries: S 0.69; O -0.27; O -0.28; O 0.06; N 0.08

No. 3
Formula: C16H16N2O4
Source: the OMol25 dataset
Level of theory: ωB97M-V/def2-TZVPD

Cartesian coordinates (Å):
1 O 0.851 0.840 3.183
2 O -1.577 -5.868 -0.878
3 O -1.183 3.934 -2.108
4 O -1.864 -5.221 1.306
5 N 0.585 -1.059 2.169
6 N 0.125 0.744 0.832
7 C 0.114 4.484 1.153
8 C -1.636 3.045 -3.094
9 C 0.497 -2.017 0.909
10 C 0.531 0.221 2.313
11 C -0.358 -3.021 1.075
12 C -0.386 4.803 -0.096
13 C -0.174 2.177 0.651
14 C 2.425 -0.676 -0.040
15 C -0.007 3.249 1.533
16 C 1.326 -2.595 -1.224
17 C -0.503 2.362 -0.786
18 C -1.430 -4.993 0.053
19 C 0.265 -3.657 -1.054
20 C 1.296 -1.646 0.037
21 C -0.763 3.656 -1.003
22 C -0.295 -4.021 0.094
23 H -0.187 0.152 0.253
24 H 0.695 3.042 2.623
25 H 1.779 -2.503 -2.235
26 H -1.913 3.468 -4.015
27 H -0.654 5.726 -0.451
28 H -2.430 -5.960 1.112
29 H 0.274 5.342 2.051
30 H 0.712 -1.562 2.934
31 H -0.848 -3.257 2.035
32 H -0.518 2.461 -3.453
33 H 1.913 0.264 -0.574
34 H 3.029 -0.386 0.897
35 H -0.750 1.546 -1.026
36 H 0.328 -4.394 -1.838
37 H 3.321 -1.125 -0.692
38 H -2.590 2.445 -2.645

## Properties
HOMO level, eV: -7.39
Relative energy (zero: lowest compared OMol25 entry of this formula, charge and spin), eV: 12.3742
Total energy, eV: -28010.898
LUMO energy, eV: -0.63
SMILES: COc1cccc(NC(=O)Nc2cc(C(=O)O)ccc2C)c1

Löwdin atomic charge list, values in e, 5 entries: O 0.18; O 0.05; O -0.07; O 0.11; N 0.17

No. 4
Formula: C16H16N2O4
Source: the OMol25 dataset
Level of theory: ωB97M-V/def2-TZVPD

Cartesian coordinates (Å):
1 O -1.862 4.704 -0.141
2 O 0.369 -3.940 -2.481
3 O -1.079 0.106 0.417
4 O -3.325 3.019 4.663
5 N 4.511 -0.963 -2.132
6 N -2.022 -4.192 -1.166
7 C -2.989 3.404 3.562
8 C -0.724 -0.828 -0.249
9 C 0.619 -0.793 -0.950
10 C 3.720 -2.064 -0.120
11 C -2.198 4.316 0.959
12 C 3.593 -1.622 -1.575
13 C -1.617 -2.021 -0.330
14 C 1.042 -1.826 -1.668
15 C -2.279 2.871 1.275
16 C -2.543 5.274 2.038
17 C 2.360 -1.907 -2.414
18 C -1.211 -3.050 -1.066
19 C -2.909 4.851 3.246
20 C 1.438 0.472 -0.794
21 C -2.645 2.448 2.483
22 C 0.115 -3.007 -1.789
23 H 1.957 0.536 0.171
24 H 2.316 -1.302 -3.329
25 H 0.770 1.335 -0.914
26 H -3.164 5.534 4.046
27 H -2.191 -4.539 -0.225
28 H 5.281 -0.836 -1.474
29 H 3.735 -3.160 -0.028
30 H -2.551 -2.023 0.227
31 H 4.675 -1.707 0.289
32 H -2.025 2.186 0.479
33 H 2.454 -2.948 -2.770
34 H -2.479 6.326 1.788
35 H 2.930 -1.645 0.519
36 H -2.708 1.396 2.731
37 H 2.165 0.532 -1.613
38 H -1.532 -4.934 -1.663

## Properties
HOMO level, eV: -9.60
Relative energy (zero: lowest compared OMol25 entry of this formula, charge and spin), eV: 3.4950
Total energy, eV: -28019.777
LUMO energy, eV: -1.23
SMILES: [H]/N=C(\C)CC1=C(C)C(=O)C=C(N)C1=O.O=C1C=CC(=O)C=C1

Löwdin atomic charge list, values in e, 5 entries: O 0.10; O 0.13; O 0.09; O 0.10; N 0.13

No. 5
Formula: C16H16N5O12
Source: the OMol25 dataset
Level of theory: ωB97M-V/def2-TZVPD

Cartesian coordinates (Å):
1 O -0.176 3.566 -3.517
2 O 2.448 2.078 0.919
3 O -3.334 -1.752 -4.025
4 O 0.815 -3.114 -2.184
5 O -3.163 0.513 -4.057
6 O 2.714 -2.031 -1.527
7 O -0.865 -1.306 1.457
8 O 2.931 0.058 1.760
9 O 1.250 -1.708 0.828
10 O 0.053 2.768 1.810
11 O 1.359 3.144 -2.024
12 O -1.601 1.303 1.442
13 N -2.669 -0.768 -3.755
14 N -0.467 -2.809 -2.623
15 N -2.268 1.509 -3.760
16 N 1.555 -1.959 -1.888
17 N 0.409 2.777 -2.756
18 C -1.198 0.848 -3.219
19 C 0.044 1.376 -2.691
20 C -1.079 -2.751 1.361
21 C 0.950 0.498 -2.067
22 C 2.057 0.991 1.318
23 C -2.443 2.467 1.627
24 C -0.499 -1.442 -2.616
25 C -1.433 -0.533 -3.173
26 C 0.657 0.531 1.317
27 C -3.843 1.960 1.820
28 C 0.392 -0.906 1.186
29 C 5.222 -0.570 1.995
30 C 4.275 0.568 1.744
31 C 0.699 -0.879 -2.115
32 C -2.546 -2.959 1.627
33 C -0.293 1.627 1.540
34 H 1.858 0.857 -1.600
35 H 5.095 -0.988 2.999
36 H 6.245 -0.198 1.917
37 H -2.105 3.038 2.502
38 H 5.095 -1.371 1.257
39 H 4.477 1.026 0.767
40 H -2.350 3.100 0.731
41 H -2.770 -4.024 1.702
42 H -3.914 1.375 2.744
43 H -2.854 -2.469 2.557
44 H -3.141 -2.547 0.804
45 H -0.450 -3.266 2.103
46 H -4.538 2.797 1.905
47 H 4.370 1.339 2.524
48 H -4.161 1.327 0.984
49 H -0.809 -3.093 0.350

## Properties
HOMO level, eV: -4.46
Net charge: -1
Relative energy (zero: lowest compared OMol25 entry of this formula, charge and spin), eV: 0.0000
Total energy, eV: -48862.091
LUMO energy, eV: 0.61

Löwdin atomic charge list, values in e, 5 entries: O 0.06; O 0.06; O 0.07; O 0.03; O 0.03

No. 6
Formula: C16H16O7
Source: the OMol25 dataset
Level of theory: ωB97M-V/def2-TZVPD

Cartesian coordinates (Å):
1 O 1.003 -0.419 -0.093
2 O 2.544 -1.545 1.141
3 O -3.260 -2.537 2.627
4 O 5.209 2.033 -0.980
5 O 7.108 0.945 -1.539
6 O 5.223 -0.068 -1.807
7 O -3.466 2.072 1.306
8 C -1.900 -1.045 1.351
9 C 1.617 -1.531 0.370
10 C 7.847 2.099 -1.137
11 C -5.507 0.480 -0.182
12 C -6.473 -0.421 -0.536
13 C -4.364 -1.305 0.889
14 C -4.439 0.022 0.536
15 C 5.788 1.067 -1.400
16 C -3.309 0.914 0.976
17 C -1.963 0.232 1.014
18 C -3.182 -1.737 1.719
19 C -6.385 -1.743 -0.220
20 C -0.777 1.090 0.626
21 C 3.798 -0.076 -1.711
22 C -5.317 -2.201 0.508
23 C 0.571 0.477 0.957
24 H -5.183 -3.235 0.796
25 H 3.366 0.702 -2.339
26 H -0.864 2.018 1.199
27 H 3.453 -1.043 -2.068
28 H 1.255 -2.496 -0.022
29 H -5.585 1.528 -0.434
30 H 0.584 0.002 1.938
31 H 1.289 1.300 0.993
32 H 3.485 0.051 -0.679
33 H -7.148 -2.441 -0.534
34 H -0.980 -1.613 1.371
35 H 7.687 2.308 -0.080
36 H -0.853 1.351 -0.432
37 H 8.898 1.874 -1.298
38 H 7.572 2.962 -1.740
39 H -7.340 -0.073 -1.085

## Properties
HOMO level, eV: -9.98
Total energy, eV: -31182.957
LUMO energy, eV: -0.81
SMILES: O=COCCC1=CC(=O)c2ccccc2C1=O.COC(=O)OC

Löwdin atomic charge list, values in e, 5 entries: O -0.05; O 0.09; O 0.12; O 0.13; O 0.01

No. 7
Formula: C16H17BBeClCsF7KNaO18PS2
Source: the OMol25 dataset
Level of theory: ωB97M-V/def2-TZVPD

Cartesian coordinates (Å):
1 Cs 0.505 -1.887 -5.798
2 K -1.337 4.491 -5.314
3 Cl 0.606 2.627 -1.551
4 S -1.853 0.216 -2.527
5 S -1.370 0.518 3.129
6 P 4.101 0.919 -1.029
7 Na -1.473 4.313 -0.577
8 F -2.087 -2.410 -2.226
9 F -3.949 -1.354 -2.514
10 F -1.571 -1.941 -5.034
11 F -3.417 -3.461 -5.993
12 F -2.791 -4.195 -4.084
13 F -3.504 -0.961 -5.135
14 F -4.731 -3.227 -4.313
15 O -1.299 1.296 4.438
16 O -0.240 0.805 2.287
17 O 1.775 2.405 10.596
18 O 3.693 -0.460 -1.522
19 O 0.844 -1.960 -1.856
20 O 5.492 0.861 -0.410
21 O -2.726 -1.786 0.989
22 O 4.048 1.917 -2.181
23 O -2.878 1.213 -2.694
24 O -1.332 -0.931 3.560
25 O -1.498 0.045 -1.143
26 O -2.640 0.760 2.394
27 O -1.292 2.646 -4.493
28 O -4.058 2.245 0.439
29 O 3.994 -0.611 6.853
30 O 2.545 0.731 -5.215
31 O 0.860 2.075 -4.694
32 O 3.189 1.465 0.064
33 C 3.625 1.112 9.930
34 C 1.520 0.840 -4.601
35 C -2.796 -1.840 -4.434
36 C -0.384 1.861 -4.232
37 C 3.487 0.080 7.705
38 C -3.466 -3.223 -4.680
39 C -2.679 -1.455 -2.955
40 C 2.144 0.686 7.516
41 C -4.307 3.477 -0.173
42 C 0.768 -0.074 -3.701
43 C 3.310 -3.153 -3.208
44 C 1.585 1.441 8.457
45 C -0.462 0.613 -3.486
46 C 2.220 -2.426 -4.015
47 C 4.184 0.356 8.990
48 C 2.282 1.715 9.739
49 B 1.211 -1.509 -3.075
50 Be -0.345 -0.236 5.251
51 H 1.645 0.476 6.569
52 H 1.297 -1.463 -1.153
53 H 3.497 -2.649 -2.268
54 H -2.867 -0.791 1.225
55 H 4.116 1.323 10.872
56 H 4.228 -3.183 -3.787
57 H 3.012 -4.190 -3.073
58 H -3.369 4.028 -0.318
59 H -4.957 4.059 0.474
60 H -4.790 3.331 -1.145
61 H 5.161 -0.093 9.109
62 H 2.756 -1.739 -4.730
63 H -3.474 1.725 -0.127
64 H 0.607 1.889 8.336
65 H 1.635 -3.153 -4.660
66 H -3.485 -2.352 1.186
67 H -2.356 -1.922 0.095

## Properties
HOMO level, eV: -4.89
Total energy, eV: -138581.851
LUMO energy, eV: -3.38

Löwdin atomic charge list, values in e, 5 entries: Cs 1.83; K 1.04; Cl -0.01; S 0.74; S 0.26

No. 8
Formula: C16H17Br2Cl28NO4SSi2
Source: the OMol25 dataset
Level of theory: ωB97M-V/def2-TZVPD

Cartesian coordinates (Å):
1 Br 8.718 -0.985 3.695
2 Br 6.064 1.124 3.917
3 Cl 0.019 1.157 5.014
4 Cl 5.357 8.132 -0.942
5 Cl -4.448 -1.188 -4.423
6 Cl -12.796 -1.510 -0.610
7 Cl 3.483 2.244 -7.434
8 Cl 1.976 1.572 7.127
9 Cl 0.902 1.043 -6.831
10 Cl -9.832 -0.989 -1.049
11 Cl -15.461 -1.632 -1.772
12 Cl -10.430 -3.301 0.613
13 Cl -1.296 -4.834 0.107
14 Cl -5.886 -0.832 -1.919
15 Cl -7.347 -0.940 -4.432
16 Cl -14.899 0.238 0.385
17 Cl 2.240 2.990 4.600
18 Cl 5.092 6.714 1.585
19 Cl 3.135 6.299 -0.528
20 Cl -2.976 -5.811 -2.059
21 Cl -6.096 -3.343 -3.372
22 Cl -9.456 -0.845 1.832
23 Cl -7.670 -2.473 0.212
24 Cl 2.856 -0.423 -8.412
25 Cl 5.839 5.265 -0.825
26 Cl 2.722 0.123 4.717
27 Cl -3.664 -3.340 -0.686
28 Cl -3.944 -5.892 0.683
29 Cl 3.316 0.014 -5.573
30 Cl -13.766 0.683 -2.257
31 S 1.268 2.116 -3.478
32 Si 5.359 0.904 0.622
33 Si 2.720 2.067 0.149
34 O 0.044 1.777 0.908
35 O -0.958 -0.400 1.534
36 O 4.002 1.779 1.316
37 O 1.788 -2.970 1.805
38 N 3.160 3.154 -1.217
39 C 7.654 -0.567 2.011
40 C -0.070 0.713 1.932
41 C 4.856 6.602 -0.178
42 C 8.111 -1.219 0.575
43 C -5.944 -1.576 -3.536
44 C 6.488 0.355 2.084
45 C -2.970 -4.970 -0.489
46 C 1.739 1.460 5.365
47 C -9.347 -1.902 0.402
48 C -14.230 -0.555 -1.064
49 C 2.639 0.720 -7.063
50 C 4.884 -0.499 -0.611
51 C 2.372 2.729 -2.294
52 C -0.197 -1.589 1.113
53 C 1.177 2.676 1.176
54 C 0.514 -2.417 2.348
55 H 0.624 -1.364 0.302
56 H 5.550 -1.482 -0.501
57 H 3.771 -0.863 -0.549
58 H 9.200 -1.675 0.754
59 H -0.970 -2.333 0.610
60 H 0.915 3.790 0.937
61 H -0.599 1.228 2.869
62 H 7.416 -2.176 0.413
63 H -0.137 -3.331 2.681
64 H 2.545 -2.723 2.428
65 H 8.086 -0.476 -0.333
66 H 6.140 1.905 -0.149
67 H 1.454 2.575 2.331
68 H 0.973 0.334 2.338
69 H 2.318 0.778 -0.471
70 H 5.131 -0.092 -1.705
71 H 0.773 -1.738 3.273

## Properties
HOMO level, eV: -9.19
Total energy, eV: -543844.062
LUMO energy, eV: -0.66

Löwdin atomic charge list, values in e, 5 entries: Br 0.55; Br 0.53; Cl 0.59; Cl 0.51; Cl 0.51